(1)
DFT (wB97M-V/def2-TZVPD) results for a cluster of 2 separate species, C3H2BrCl2F in total.

Last column: natural (NBO) charge in e.
Positions of all 9 atoms, in Å:
1 C -2.02 -0.48 -0.07  -0.5380
2 C -0.87 -1.04 0.10  -0.0803
3 C 1.72 0.98 0.23  0.2507
4 F 2.20 1.41 1.41  -0.3198
5 Cl 2.73 -0.19 -0.51  0.0388
6 Cl 1.21 2.30 -0.77  0.0287
7 Br 0.09 -2.55 -0.13  0.1718
8 H -2.90 -0.98 -0.46  0.2151
9 H -2.16 0.56 0.19  0.2331

Properties
gap between HOMO and LUMO (alpha / beta) = 8.688 / 7.830 eV
E = -100943.3510 eV
HOMO energy (alpha / beta) = -9.07 / -8.54 eV
ΔE to the lowest compared entry with this formula, charge and spin = 267.9 kJ/mol
E_LUMO (alpha / beta) = -0.383 / -0.712 eV

***

(2)
DFT (wB97M-V/def2-TZVPD) results for a cluster of 2 separate species, C3H2BrCl3 in total.

Last column: natural (NBO) charge in e.
Positions of all 9 atoms, in Å:
1 C -1.42 0.36 -0.47  -0.4757
2 C -0.27 0.80 0.07  -0.0969
3 C 1.09 -0.74 0.32  -0.2233
4 Cl 1.73 -0.97 -1.32  0.0250
5 Cl 0.17 -2.04 0.92  0.0830
6 Cl 2.30 -0.09 1.30  0.0915
7 Br 0.36 2.49 0.59  0.1471
8 H -2.15 0.89 -0.96  0.2153
9 H -1.81 -0.70 -0.45  0.2339

Properties
gap between HOMO and LUMO = 9.865 eV
E = -110750.0621 eV
HOMO energy = -9.51 eV
ΔE to the lowest compared entry with this formula, charge and spin = 203.9 kJ/mol
E_LUMO = 0.357 eV

***

(3)
DFT (wB97M-V/def2-TZVPD) results for the molecule C3H2BrCl5.

Last column: natural (NBO) charge in e.
Positions of all 11 atoms, in Å:
1 C -1.10 0.59 -0.36  -0.2835
2 C 1.38 -0.18 0.28  -0.3209
3 C 0.34 1.04 -0.22  -0.1026
4 Cl -2.18 2.01 -0.33  0.0169
5 Cl -1.56 -0.52 0.94  0.0106
6 Cl 1.21 -1.49 -0.89  -0.0027
7 Cl 0.91 1.77 -1.71  0.0550
8 Cl 0.47 2.21 1.13  0.0106
9 Br 3.17 0.48 0.32  0.1048
10 H -1.26 0.08 -1.32  0.2614
11 H 1.09 -0.53 1.26  0.2505

Properties
SMILES string = ClC(Cl)C(Cl)(Cl)[C@@H](Cl)Br
gap between HOMO and LUMO = 11.022 eV
E = -135797.9024 eV
HOMO energy = -10.64 eV
ΔE to the lowest compared entry with this formula, charge and spin = 0.0 kJ/mol
E_LUMO = 0.378 eV

***

(4)
DFT (wB97M-V/def2-TZVPD) results for the molecule C3H2Cl2F2.

Last column: natural (NBO) charge in e.
Positions of all 9 atoms, in Å:
1 C -0.17 -0.37 0.38  -0.1019
2 C 0.87 -1.18 -0.06  -0.3459
3 C -0.32 1.06 -0.03  0.6677
4 H 0.93 -2.22 0.30  0.2208
5 H 1.40 -1.10 -0.99  0.2365
6 F -1.59 1.49 0.03  -0.3228
7 F 0.39 1.88 0.63  -0.2823
8 Cl -1.40 -0.94 1.56  0.0219
9 Cl -0.13 1.38 -1.83  -0.0941

Properties
SMILES string = C=C(Cl)C(F)(F)Cl
gap between HOMO and LUMO = 10.385 eV
E = -33621.8961 eV
HOMO energy = -10.40 eV
ΔE to the lowest compared entry with this formula, charge and spin = 54.4 kJ/mol
E_LUMO = -0.015 eV

***

(5)
DFT (wB97M-V/def2-TZVPD) results for a cluster of 2 separate species, C3H2Cl2F2 in total.

Last column: Mulliken spin population.
Positions of all 9 atoms, in Å:
1 C -0.47 -0.56 1.39  0.8508
2 C -0.05 0.49 1.97  -0.0225
3 C 0.31 -0.02 -2.57  0.8740
4 F 0.95 1.31 1.38  0.0332
5 F 0.80 -1.16 -3.03  0.0607
6 Cl -0.30 1.01 3.57  0.0665
7 Cl 0.41 0.02 -0.84  0.0890
8 H -1.02 -1.40 1.20  0.0063
9 H -0.62 0.31 -3.07  0.0421

Properties
<S²> = 2.0137
gap between HOMO and LUMO (alpha / beta) = 9.139 / 8.716 eV
E = -33617.1289 eV
spin multiplicity = 3
HOMO energy (alpha / beta) = -8.32 / -10.16 eV
ΔE to the lowest compared entry with this formula, charge and spin = 19.0 kJ/mol
E_LUMO (alpha / beta) = 0.820 / -1.445 eV

***

(6)
DFT (wB97M-V/def2-TZVPD) results for a structure of composition C3H2Cl2IrO4Ru.

Last column: Mulliken spin population.
Positions of all 13 atoms, in Å:
1 Ir 0.11 0.28 -5.55  2.8669
2 Ru 0.03 0.50 -2.18  4.1847
3 Cl -0.34 1.94 -3.92  0.5691
4 Cl 0.36 -1.11 -3.77  0.5584
5 C 0.00 -0.73 -0.85  -0.1636
6 C -0.27 1.44 -6.96  0.0448
7 C 0.63 -1.14 -6.65  0.1043
8 O -0.02 -1.54 0.00  0.2632
9 O -0.51 2.13 -7.88  0.2013
10 O 0.96 -2.03 -7.33  0.1585
11 O -0.20 2.14 -0.82  0.2186
12 H -1.00 2.07 -0.28  -0.0032
13 H 0.57 2.21 -0.22  -0.0029

Properties
<S²> = 24.7938
total charge = +4
gap between HOMO and LUMO (alpha / beta) = 6.882 / 6.097 eV
E = -41732.0965 eV
spin multiplicity = 10
HOMO energy (alpha / beta) = -24.77 / -29.41 eV
ΔE to the lowest compared entry with this formula, charge and spin = 558.3 kJ/mol
E_LUMO (alpha / beta) = -17.889 / -23.313 eV

***

(7)
DFT (wB97M-V/def2-TZVPD) results for the molecule C3H2Cl2N2.

Last column: natural (NBO) charge in e.
Positions of all 9 atoms, in Å:
1 C 1.86 -0.49 -0.17  0.0742
2 C 1.48 0.79 -0.13  -0.1953
3 C -1.31 -1.08 0.14  0.0246
4 N 0.10 0.77 0.14  -0.4401
5 N -0.15 -0.54 0.12  -0.1726
6 Cl 2.29 2.29 -0.29  0.0630
7 Cl -1.48 -2.76 0.18  0.0697
8 H -2.23 -0.49 0.12  0.1956
9 H -0.57 1.50 -0.11  0.3809

Properties
gap between HOMO and LUMO = 8.822 eV
E = -31162.4104 eV
HOMO energy = -8.62 eV
ΔE to the lowest compared entry with this formula, charge and spin = 582.1 kJ/mol
E_LUMO = 0.205 eV

***

(8)
DFT (wB97M-V/def2-TZVPD) results for a structure of composition C3H2Cl2O2.

Last column: natural (NBO) charge in e.
Positions of all 9 atoms, in Å:
1 C 0.49 -0.45 -0.46  -0.4827
2 C 1.21 0.35 0.33  0.2079
3 C -0.96 -0.30 -0.29  0.1245
4 O 0.59 1.20 1.13  -0.2079
5 O -0.78 1.10 1.00  -0.2898
6 Cl -1.92 0.41 -1.53  0.0948
7 Cl -1.79 -1.55 0.55  0.0827
8 H 0.88 -1.18 -1.14  0.2557
9 H 2.29 0.41 0.42  0.2149

Properties
gap between HOMO and LUMO = 9.289 eV
E = -32278.4588 eV
HOMO energy = -9.15 eV
ΔE to the lowest compared entry with this formula, charge and spin = 471.0 kJ/mol
E_LUMO = 0.138 eV